C23H32Br39FO5S | ωB97M-V/def2-TZVPD

Structure (XYZ):
```
101
Properties=species:S:1:pos:R:3:lowdin_charge:R:1
C -0.63 -0.28 0.96 -0.01
C -0.71 -0.18 -0.56 -0.38
O -2.05 0.14 -0.97 -0.08
C -0.40 -1.50 -1.26 -0.16
O 0.92 -1.99 -1.12 -0.07
C 1.99 -1.49 -1.90 -0.28
C 1.66 -0.74 -3.17 -0.20
O 1.21 0.62 -2.99 -0.31
S 2.26 1.61 -2.32 0.61
O 3.38 1.81 -3.19 -0.26
O 1.49 2.76 -1.93 -0.26
C 2.77 0.76 -0.85 -0.16
C 3.05 -0.74 -1.05 -0.24
C 3.36 -1.51 0.27 -0.13
C 3.49 -0.70 1.57 -0.16
C 4.79 0.09 1.67 -0.18
F 4.53 1.45 1.92 -0.13
H -0.80 -1.30 1.32 0.09
H 0.35 0.08 1.30 0.06
H -1.37 0.39 1.39 0.08
H -0.04 0.62 -0.89 0.12
H -2.08 1.08 -1.16 0.04
H -1.01 -2.24 -0.74 0.12
H -0.78 -1.50 -2.28 0.11
H 2.53 -2.38 -2.26 0.16
H 2.56 -0.73 -3.80 0.13
H 0.87 -1.24 -3.72 0.06
H 2.03 1.00 -0.08 0.10
H 3.71 1.26 -0.59 0.11
H 3.96 -0.79 -1.66 0.15
H 4.34 -2.00 0.13 0.12
H 2.65 -2.32 0.44 0.12
H 3.47 -1.43 2.38 0.10
H 2.63 -0.05 1.75 0.10
H 5.32 0.05 0.71 0.12
H 5.43 -0.25 2.48 0.11
C 2.55 -1.86 6.65 -1.65
Br 1.13 -1.21 5.53 0.58
Br 2.26 -3.70 7.15 0.57
Br 4.29 -1.62 5.87 0.51
H 2.53 -1.27 7.56 -0.07
C 4.44 2.65 6.70 -1.62
Br 3.18 4.05 7.09 0.59
Br 4.18 1.14 7.88 0.58
Br 4.47 2.20 4.83 0.61
H 5.42 3.03 6.92 -0.13
C -5.13 -1.57 -1.06 -1.61
Br -4.10 -2.87 -2.01 0.57
Br -6.99 -1.60 -1.55 0.57
Br -4.93 -1.74 0.84 0.59
H -4.74 -0.60 -1.33 -0.04
C -0.09 -4.14 -5.78 -1.61
Br -1.27 -3.01 -6.80 0.56
Br 1.62 -3.29 -5.52 0.63
Br -0.87 -4.68 -4.11 0.59
H 0.09 -5.03 -6.37 -0.03
C -0.18 1.11 -7.67 -1.58
Br 0.95 -0.06 -8.68 0.59
Br -2.05 0.80 -8.08 0.61
Br 0.12 0.96 -5.78 0.67
H 0.04 2.12 -7.96 -0.02
C -8.12 -1.82 2.82 -1.67
Br -7.39 -3.47 3.49 0.57
Br -9.64 -2.11 1.69 0.57
Br -8.53 -0.60 4.26 0.56
H -7.36 -1.35 2.22 -0.13
C -5.51 1.89 3.69 -1.64
Br -4.23 0.48 3.98 0.56
Br -4.68 3.62 3.75 0.59
Br -6.51 1.63 2.07 0.55
H -6.22 1.84 4.51 -0.04
C -3.77 1.53 -4.69 -1.62
Br -3.09 -0.26 -4.50 0.54
Br -5.68 1.54 -4.90 0.59
Br -3.23 2.69 -3.25 0.63
H -3.34 1.94 -5.60 -0.07
C 4.76 -6.61 5.17 -1.64
Br 5.92 -6.21 6.65 0.57
Br 3.04 -7.22 5.76 0.56
Br 4.61 -5.11 3.97 0.54
H 5.21 -7.42 4.61 -0.03
C -2.81 -0.72 -11.40 -1.67
Br -2.86 -2.37 -10.40 0.55
Br -1.69 -0.87 -12.95 0.58
Br -4.58 -0.12 -11.84 0.58
H -2.37 0.02 -10.75 -0.11
C 1.83 7.56 6.42 -1.67
Br 0.65 8.70 5.42 0.58
Br 3.54 8.39 6.70 0.57
Br 1.03 7.01 8.08 0.55
H 1.99 6.67 5.83 -0.06
C 8.78 3.11 6.11 -1.63
Br 7.65 4.59 6.56 0.61
Br 8.39 1.58 7.22 0.58
Br 8.65 2.67 4.24 0.58
H 9.80 3.41 6.30 -0.03
C -9.14 1.35 -3.12 -1.67
Br -8.36 1.72 -1.40 0.53
Br -10.91 0.62 -2.96 0.58
Br -9.11 2.90 -4.26 0.56
H -8.52 0.60 -3.59 -0.06
```

Results
F_max: 1.523 eV Å⁻¹
net charge: 0
electronic energy: -2779812.4535 eV
orbital gap: 9.68 eV
2S+1: 1